{
  "formula": "H16O8",
  "method": "ωB97M-V/def2-TZVPD",
  "elements": ["O", "O", "O", "O", "O", "O", "O", "O", "H", "H", "H", "H", "H", "H", "H", "H", "H", "H", "H", "H", "H", "H", "H", "H"],
  "xyz": [[3.090, -13.862, 25.063], [1.204, -12.020, 22.029], [2.988, -16.949, 21.557], [3.532, -10.030, 18.106], [5.566, -13.278, 21.097], [9.049, -16.054, 19.168], [4.775, -17.267, 16.956], [7.252, -9.428, 20.098], [8.949, -16.368, 18.269], [6.037, -12.447, 21.162], [5.911, -13.688, 20.303], [5.571, -16.857, 16.617], [9.193, -16.846, 19.685], [4.367, -9.711, 18.450], [7.697, -9.711, 19.299], [3.611, -16.236, 21.412], [1.388, -11.261, 22.582], [1.951, -12.070, 21.433], [2.364, -13.868, 24.440], [4.339, -17.623, 16.181], [3.373, -9.495, 17.328], [2.608, -17.114, 20.695], [7.514, -8.514, 20.207], [3.871, -13.989, 24.523]],
  "forces_ev_per_a": [[0.03, 0.08, 0.30], [-0.20, -0.19, 0.09], [-0.05, -0.13, 0.22], [-0.11, -0.18, 0.05], [-0.25, -0.12, 0.16], [-0.04, 0.26, 0.03], [-0.04, -0.01, 0.23], [-0.24, -0.18, 0.06], [0.00, -0.06, -0.22], [0.12, 0.28, 0.06], [0.10, -0.15, -0.20], [0.19, 0.12, -0.05], [0.03, -0.19, 0.19], [0.25, 0.06, 0.20], [0.15, -0.12, -0.20], [0.18, 0.21, -0.01], [0.02, 0.19, 0.16], [0.22, -0.04, -0.22], [-0.25, 0.00, -0.22], [-0.16, -0.11, -0.18], [-0.10, 0.11, -0.20], [-0.10, -0.06, -0.22], [0.05, 0.25, 0.11], [0.20, -0.05, -0.14]],
  "mulliken_charge": [-0.639, -0.641, -0.630, -0.630, -0.617, -0.632, -0.628, -0.631, 0.311, 0.307, 0.309, 0.307, 0.322, 0.316, 0.322, 0.312, 0.318, 0.319, 0.330, 0.321, 0.316, 0.317, 0.310, 0.310],
  "energy_ha": -611.47929,
  "lumo_energy_ev": 0.15,
  "smiles": "O.O.O.O.O.O.O.O",
  "e_homo_ev": -10.9,
  "orbital_gap_ev": 11.1,
  "e_above_lowest_kcal_mol": 64.8
}